Computed, not measured: a molecular structure, C23H27N7O5PSTeV in a non-equilibrium geometry, with ωB97M-V/def2-TZVPD.

The geometry in XYZ format:
```
66
Properties=species:S:1:pos:R:3:forces:R:3:lowdin_charge:R:1
C -1.31070 -0.89197 0.86033 0.0 -0.4 0.1 -0.1701
N -0.90980 1.25863 0.18313 -1.3 0.3 0.9 -0.0454
O 2.40830 -0.09297 0.66853 -0.3 0.2 -0.8 -0.3956
C -1.72260 0.52943 0.96113 -0.3 0.6 -0.1 -0.4811
C 1.12370 2.00243 -2.84927 0.0 0.4 -0.5 -0.4636
C -1.97020 3.49723 0.47573 0.0 -0.2 0.1 -0.0265
H 3.48260 -2.69807 -3.28317 0.0 0.0 0.1 0.0972
H -1.28550 6.21823 -1.42037 0.0 0.1 0.0 0.0881
H -4.13740 -2.59707 -2.14267 0.0 0.1 0.1 0.0860
N -0.19400 -1.09747 0.11923 -1.5 -2.0 0.7 -0.0203
H -0.55970 1.07733 3.66503 0.1 0.0 -0.1 0.1190
C -0.32780 4.32243 -1.63817 0.2 -0.1 -0.1 -0.0186
H 0.03480 3.26303 4.57953 -0.1 0.1 0.1 0.0743
H 1.49090 3.34143 3.57563 0.1 0.0 0.0 0.0718
Te 3.81090 0.33193 3.67743 0.5 0.1 0.1 0.4008
C -2.72010 -1.18777 -2.56257 0.2 0.1 -0.2 -0.9244
N -4.00540 -1.66497 -2.50837 -0.1 -0.3 0.1 0.0542
C 1.20200 -3.36387 3.91373 0.0 0.4 -0.2 -0.0652
H -0.10340 3.40673 2.81513 -0.1 0.1 -0.1 0.0677
N 0.58560 2.00883 -1.61767 0.1 1.2 -0.7 -0.0176
C 2.55750 -1.21997 -2.05747 0.9 -0.3 0.1 -0.1552
C 0.20020 -2.36737 -0.03437 0.2 -0.3 -0.1 -0.1382
H -2.04430 -3.03777 -3.03577 0.2 0.3 0.0 0.1397
C 2.75490 -1.01417 -4.43367 -0.1 0.2 0.1 -0.0927
C 2.98100 -1.73897 -3.25787 0.0 0.1 0.0 -0.0872
V 0.72380 0.47553 -0.45477 2.6 0.2 0.4 0.8852
C -1.07990 2.59573 -0.10437 -0.2 0.9 -0.2 -0.2171
N 1.87810 -0.06677 -1.93997 0.6 -0.7 -1.3 -0.0279
C -1.22210 5.20323 -1.05047 -0.2 0.1 0.1 -0.1153
H 1.72580 -1.33917 4.43553 -0.3 -0.2 -0.1 0.0240
H -0.05350 -4.43657 0.36853 0.0 -0.1 0.0 0.1006
H 2.08870 0.90363 -5.15927 -0.1 0.1 0.0 0.1145
C 1.03980 -1.85887 3.74133 -0.1 -0.2 1.1 -0.3620
H -4.66880 -0.97527 -2.18807 0.1 -0.1 0.0 0.0777
H 1.11200 1.03033 4.29423 -0.2 0.1 -0.2 0.0425
H -2.73590 5.50043 0.43003 0.0 0.0 0.1 0.0886
C -0.23890 3.01833 -1.16547 -0.8 0.8 0.4 -0.2099
C -0.45150 -3.44367 0.51533 -0.3 -0.1 0.2 -0.0763
H -0.44450 -0.95267 -3.59837 -0.1 -0.2 0.1 0.0516
N -0.43820 -1.71687 -2.91557 0.1 0.0 -0.1 0.0214
S -2.39050 0.42183 -2.61317 0.0 0.3 0.0 0.7453
C 1.78820 0.69373 -3.05957 -0.1 -0.2 -0.4 -0.1883
C -2.03560 4.79733 -0.00597 0.0 0.2 -0.1 -0.1155
H -2.86660 -1.67077 2.07553 -0.1 0.1 0.0 0.1158
H 0.61240 -3.88257 3.16153 -0.1 -0.1 0.0 0.0527
O 1.33590 -1.47467 2.42693 0.9 0.9 -0.5 -0.2972
C 0.47080 2.96963 3.62793 0.1 -0.3 -0.2 -0.0554
N -1.75700 -2.14047 -2.65577 -0.4 -0.2 -0.2 -0.0866
H 3.02660 -1.41977 -5.39757 0.1 0.0 -0.1 0.0912
H 0.86000 -3.65587 4.90623 0.0 0.0 0.0 0.0728
O 1.08910 2.87713 -3.71877 0.0 -0.4 0.2 0.0326
C 0.45810 1.45613 3.51553 -0.4 0.4 1.1 -0.3443
O 0.91220 1.04733 2.24883 1.3 -0.8 -0.5 -0.3087
C -1.59150 -3.23117 1.29663 0.4 0.2 -0.3 -0.0737
H 2.81700 -1.71077 -1.12797 -0.2 0.0 0.0 0.1033
O -2.68390 0.89423 1.65143 0.1 -0.3 -0.1 0.0175
H -2.59850 3.17533 1.29463 0.0 -0.1 -0.1 0.0958
H 0.11500 -2.49697 -3.24767 -0.1 0.0 0.0 0.0862
C -2.01210 -1.92527 1.46463 -0.1 0.1 0.1 -0.0015
H 2.24600 -3.64747 3.79483 0.1 0.0 0.0 0.0761
P 2.12980 -0.04947 2.13093 -1.3 -0.6 1.3 0.1046
H -2.11050 -4.05597 1.76053 -0.1 -0.1 0.1 0.0979
H 0.00780 -1.56657 3.98143 0.1 0.0 -0.1 0.1172
H 0.29270 4.63913 -2.46027 0.0 0.0 0.0 0.0954
C 2.20680 0.25213 -4.30557 0.1 -0.3 -0.2 -0.0167
H 1.10140 -2.51867 -0.60677 0.0 0.0 0.0 0.0888
```
Forces are in eV/Å.

## Properties
Net charge = -1
Spin multiplicity = 2
Electronic energy = -3603.9208 a.u.
Largest force on an atom = 0.0507 hartree/bohr
LUMO energy (alpha / beta) = 2.186 / 2.190 eV

***

Computed, not measured: a molecular structure, C33H25CuO4P2S2, with ωB97M-V/def2-TZVPD.

The geometry in XYZ format:
```
67
Properties=species:S:1:pos:R:3:forces:R:3:lowdin_charge:R:1
C 0.36517 1.43772 3.90918 0.0 0.0 0.0 -0.1210
C -2.39858 -0.12971 1.13493 0.0 0.0 0.1 -0.3346
H -1.44934 0.00027 6.39041 0.0 0.0 0.0 0.0870
O 2.16018 0.45814 -3.15108 -0.1 0.1 0.3 -0.1014
H -0.25248 3.53999 -7.37822 0.0 0.0 0.0 0.1051
H -5.06606 0.02315 3.95344 0.0 0.0 0.0 0.0843
P -1.14755 -0.08831 -0.21924 -0.1 0.1 0.3 0.2835
C -0.66905 -1.01982 4.66625 0.0 0.0 0.0 -0.0944
C 3.87617 -3.38387 1.33587 0.0 0.0 0.0 -0.1186
H 0.33395 -3.86619 -3.01681 0.0 0.0 0.0 0.0972
C -0.82752 -2.83500 0.50885 0.0 0.0 -0.1 -0.1099
H -5.10708 -1.82034 2.30041 0.0 0.0 0.0 0.0869
H 4.45552 -4.30018 1.31628 0.0 0.0 0.0 0.0844
C 3.82094 -2.61467 2.49541 0.0 0.0 0.0 -0.1085
C -0.15597 4.31905 -5.38277 0.0 0.0 0.0 -0.2301
H 1.36844 2.93281 -2.68506 0.0 0.0 0.0 0.1105
C 2.07136 0.81116 -4.36718 -0.1 0.1 -0.1 -0.6258
O -0.04624 5.26394 -3.34741 -0.1 0.1 0.1 0.0276
C -0.82166 -1.88598 -0.51189 -0.1 0.0 0.0 -0.3311
C 0.00033 -3.58518 -2.02501 0.0 0.1 0.0 -0.0923
C 1.28992 2.08861 -4.68603 0.0 0.1 0.1 -0.1140
O 2.57068 0.21576 -5.32205 0.1 -0.1 -0.2 -0.0092
H 3.05182 -0.83310 3.41457 0.0 0.0 0.0 0.1005
H -0.42332 -1.54900 -2.58467 0.0 0.0 0.0 0.0747
H 4.36220 -2.92779 3.38150 0.0 0.0 0.0 0.0863
C 2.36735 -1.02495 1.39219 0.0 -0.1 0.0 -0.3316
H -0.99535 6.95909 -4.01006 0.1 0.0 0.0 0.1282
H -2.04393 5.51140 -3.80552 0.0 -0.1 0.0 0.1375
H -1.63523 1.67640 1.96674 0.0 0.0 0.0 0.0970
H -1.15915 -2.55207 1.50055 0.0 0.0 0.0 0.0828
C -0.42323 -4.14299 0.26916 0.0 0.0 0.0 -0.1021
H -0.42578 -4.86322 1.07973 0.0 0.0 0.0 0.0919
C -4.32694 -0.01438 3.16119 0.0 0.0 0.0 -0.1198
C 0.30196 4.15236 -4.09139 0.1 -0.1 0.0 -0.1973
H 0.33093 -5.53675 -1.18091 0.0 0.0 0.0 0.0868
H -3.41664 -1.90602 0.49898 0.0 0.0 0.0 0.1018
C 3.07809 -1.44441 2.51924 0.0 0.0 -0.1 -0.1141
S -2.10440 0.60984 -1.81134 -0.1 0.0 -0.2 0.1509
O -0.82712 5.52333 -5.47954 -0.1 0.1 0.0 0.0046
C -3.39073 -1.10490 1.22817 0.0 0.1 0.0 -0.1061
H -1.06968 -1.98453 4.95600 0.0 0.0 0.0 0.0939
C 3.18815 -2.96800 0.20819 0.0 0.1 0.0 -0.0887
C 0.23896 0.75634 0.23602 0.4 -0.2 -0.7 -0.6238
C -2.39987 0.91469 2.05658 -0.1 0.0 0.0 -0.0939
C 0.85196 2.28004 -5.99105 -0.1 0.0 0.0 -0.0302
H -0.51832 2.19247 5.71572 0.0 0.0 0.0 0.0899
C -0.88310 0.09192 5.47075 0.1 0.0 0.0 -0.1229
H -3.32969 1.78376 3.78230 0.0 0.0 0.0 0.0942
H 3.22411 -3.55198 -0.70348 0.0 0.0 0.0 0.0978
C -0.41818 -2.28320 -1.78621 0.1 -0.1 0.0 -0.1188
C -0.35839 1.32079 5.09092 0.0 0.0 -0.1 -0.1089
C -1.05595 5.87774 -4.11887 0.0 0.1 0.0 -0.1748
H 0.23104 -1.76992 2.87207 0.0 0.0 0.0 0.0899
S 2.76047 1.98836 1.63290 0.1 0.1 0.0 0.1151
C 0.56796 0.33529 3.08495 0.0 0.0 0.0 -0.3406
H 1.89104 -1.48245 -0.64481 0.0 0.0 0.0 0.0747
H 1.09552 1.51213 -6.71177 0.0 0.0 0.0 0.1063
C 2.43277 -1.79890 0.23970 0.0 0.0 0.1 -0.0792
C -4.34459 -1.05196 2.23637 0.0 0.0 0.0 -0.1074
P 1.39744 0.55474 1.44047 -0.1 -0.1 0.2 0.2948
H 0.79282 2.38592 3.60216 0.0 0.0 0.0 0.0666
C -3.35538 0.97279 3.06435 0.0 0.0 -0.1 -0.0996
C 0.10678 3.40179 -6.36674 0.0 -0.1 0.0 -0.0038
C 1.02413 3.05459 -3.70479 0.0 -0.1 0.0 0.0710
C 0.05401 -0.89602 3.48718 0.0 0.0 0.0 -0.0977
C 0.00049 -4.52094 -0.99698 0.0 0.0 0.0 -0.1219
Cu 1.18384 0.79034 -1.51881 -0.1 0.0 0.2 0.2704
```
Forces are in eV/Å.

## Properties
Net charge = -2
Electronic energy = -4693.1737 a.u.
Largest force on an atom = 0.0163 hartree/bohr
LUMO energy = 4.490 eV